[1]
{
  "formula": "ClH26O17",
  "method": "ωB97M-V/def2-TZVPD",
  "e_homo_ev": -7.450,
  "de_lowest_kcal_mol": 14.1,
  "energy_ev": -47748.067,
  "fmax_ev_per_a": 3.21,
  "gap_ev": 9.71,
  "total_charge": -1,
  "species": ["Cl", "O", "O", "O", "O", "O", "H", "H", "O", "H", "H", "O", "H", "H", "O", "H", "H", "O", "H", "H", "O", "H", "H", "O", "H", "H", "O", "H", "H", "O", "H", "H", "O", "H", "H", "O", "H", "H", "O", "H", "H", "O", "H", "H"],
  "coordinates": [[-0.31637, 0.23729, -0.82758], [0.13737, -0.72889, 0.23917], [0.36777, -0.12201, -2.12554], [-1.77550, 0.02624, -1.00836], [0.04162, 1.62757, -0.45093], [3.60796, -0.58652, -2.66007], [2.93257, -1.25501, -2.80530], [3.19050, 0.25204, -2.56208], [1.44877, 3.99683, 1.15602], [1.87863, 4.83580, 1.12847], [1.95595, 3.46013, 0.52964], [-0.91298, -2.60371, -2.18901], [-1.00193, -1.65989, -2.32293], [-1.72165, -2.87196, -2.54113], [-1.87786, -3.00311, 0.34469], [-1.38300, -2.55404, -0.33639], [-1.29736, -2.97277, 1.07619], [-2.99950, 2.01618, 0.62896], [-2.72580, 1.48352, -0.07198], [-2.63976, 2.88756, 0.51831], [-0.19704, 1.60628, 2.24554], [0.25619, 2.04824, 2.99654], [0.33289, 1.89679, 1.54102], [-4.08832, -1.22823, 0.36230], [-3.98735, -1.06466, -0.62052], [-3.37027, -1.79112, 0.60823], [1.98276, -2.75180, -2.69042], [2.20248, -2.83689, -1.74388], [1.04898, -2.56540, -2.75875], [1.41920, -0.90282, 2.49048], [1.24324, -0.63603, 1.61487], [0.53598, -0.76522, 2.88530], [-1.82679, -0.60978, 2.11756], [-1.59005, 0.26334, 2.38560], [-1.59537, -0.68356, 1.19233], [2.69432, 1.67372, -1.37886], [1.73024, 1.69549, -1.37181], [2.97173, 1.27057, -0.58569], [2.28875, -3.09110, 0.05984], [1.58936, -2.97519, 0.66343], [2.77968, -2.27454, 0.19315], [-1.31930, 4.07529, 1.46924], [-1.33681, 3.18488, 1.82525], [-0.67395, 3.99648, 0.77905]],
  "atomic_forces_ev_per_a": [[0.81, -1.96, -1.25], [-0.62, 2.03, -2.41], [-1.35, 1.13, 2.61], [2.09, 0.87, 0.28], [-0.77, -1.70, -0.60], [1.44, -0.67, -0.14], [-0.45, -0.34, -0.13], [-0.64, 0.92, 0.22], [0.00, -1.18, -0.31], [0.38, 1.01, 0.08], [-0.05, 0.02, -0.04], [1.52, 0.66, 0.42], [0.56, 0.73, -0.01], [-2.14, -1.46, -0.85], [-1.10, -0.42, -0.44], [0.33, 0.04, -0.81], [0.79, 0.03, 1.54], [-1.37, 0.77, 2.05], [0.68, -1.35, -1.74], [0.28, 0.67, -0.24], [-0.23, 0.35, 2.86], [-0.55, -0.52, -0.38], [0.93, 0.39, -1.95], [-1.39, 1.11, -2.19], [-0.04, -0.40, 1.93], [0.98, -0.75, 0.14], [0.86, -0.18, -0.30], [-0.62, -0.19, -0.23], [-0.50, -0.07, 0.33], [0.05, -0.60, 2.23], [-0.23, 0.57, -1.68], [0.45, -0.16, -0.15], [-0.44, -1.52, 0.76], [0.18, 1.02, -0.08], [-0.09, 0.18, 0.04], [-0.18, 1.52, -1.39], [0.01, -0.10, 0.13], [0.39, -0.94, 1.38], [1.53, -0.01, -0.86], [-1.64, 0.04, 1.18], [0.33, 0.07, -0.07], [-0.92, 0.65, 0.21], [-0.01, -0.44, 0.37], [0.76, 0.17, -0.46]],
  "mulliken_charge": [1.403, -0.004, -0.706, -0.613, -0.826, -0.686, 0.424, 0.354, -0.554, 0.257, 0.319, -0.725, 0.274, 0.294, -0.760, 0.418, 0.367, -0.602, 0.323, 0.368, -0.436, 0.276, 0.131, -0.626, 0.281, 0.330, -0.776, 0.486, 0.356, -0.689, 0.263, 0.383, -0.668, 0.348, 0.155, -0.743, 0.337, 0.357, -0.711, 0.296, 0.326, -0.739, 0.396, 0.343]
}


[2]
{
  "formula": "C18H28F3N4O2PtSi3",
  "method": "ωB97M-V/def2-TZVPD",
  "s2": 2.01,
  "spin_multiplicity": 3,
  "e_homo_ev": [-5.200, -5.732],
  "energy_ev": -64212.732,
  "fmax_ev_per_a": 0.41,
  "gap_ev": [7.66, 7.66],
  "total_charge": -1,
  "species": ["Pt", "C", "Si", "C", "C", "C", "Si", "C", "C", "C", "Si", "C", "C", "C", "C", "C", "C", "C", "N", "H", "H", "H", "H", "H", "H", "H", "H", "H", "H", "H", "H", "H", "H", "H", "H", "H", "H", "H", "H", "H", "H", "H", "H", "H", "H", "H", "H", "F", "C", "F", "F", "C", "O", "O", "N", "C", "N", "C", "N"],
  "coordinates": [[1.07081, 0.72101, 0.00625], [-1.70025, 2.57928, -2.25309], [-1.29787, 0.74233, -2.13536], [0.15311, 0.45608, -3.30179], [-2.77595, -0.16936, -2.89342], [-0.96811, 0.17871, -0.38621], [-2.01146, 1.01817, 0.91498], [-1.81745, 0.23751, 2.62524], [-3.85684, 0.93077, 0.48894], [-1.65212, 2.84775, 1.18317], [-0.89335, -1.65835, -0.16783], [-2.50609, -2.53679, 0.26941], [-0.14046, -2.64661, -1.57592], [0.30607, -1.91021, 1.30098], [0.41100, -3.04025, 2.10388], [1.35170, -3.08702, 3.11963], [2.17917, -1.99317, 3.32256], [2.03710, -0.89647, 2.49183], [1.12651, -0.86699, 1.51904], [-1.74939, 2.86014, -3.30943], [-0.93117, 3.19175, -1.77695], [-2.66194, 2.82858, -1.79902], [-0.15394, 0.74690, -4.31217], [0.46908, -0.58832, -3.33244], [1.02643, 1.05526, -3.03270], [-2.97078, 0.19821, -3.90532], [-3.68269, -0.02121, -2.30102], [-2.59832, -1.24663, -2.96420], [-1.96446, -0.84433, 2.65884], [-2.55714, 0.69294, 3.29097], [-0.82714, 0.45603, 3.03227], [-4.21360, -0.09259, 0.34885], [-4.06929, 1.48578, -0.42926], [-4.44514, 1.38806, 1.29049], [-0.58235, 3.06166, 1.20118], [-2.06381, 3.13139, 2.15735], [-2.12358, 3.48215, 0.43116], [-3.21789, -2.40507, -0.55115], [-2.97457, -2.16159, 1.18115], [-2.34145, -3.61197, 0.38801], [-0.73821, -2.58506, -2.48915], [-0.10474, -3.69896, -1.27620], [0.87966, -2.32230, -1.78871], [-0.24666, -3.88266, 1.92626], [1.44125, -3.96567, 3.74650], [2.92644, -1.98000, 4.10356], [2.65606, -0.01378, 2.60076], [4.79171, -0.59870, -3.33036], [4.86365, -0.02127, -2.11640], [5.23153, 1.24833, -2.30237], [5.85669, -0.63556, -1.44453], [3.51889, -0.18523, -1.35800], [3.03279, 0.90592, -0.92379], [3.09592, -1.32406, -1.24262], [5.75938, 3.69447, 2.39952], [4.70627, 3.24145, 2.56189], [3.53090, 2.70625, 2.87370], [2.65755, 2.51881, 1.95212], [1.75854, 2.38449, 1.20893]],
  "atomic_forces_ev_per_a": [[-0.20, 0.20, -0.30], [0.01, -0.02, 0.01], [0.01, -0.03, -0.01], [-0.06, -0.01, -0.01], [0.00, -0.02, 0.04], [-0.06, -0.10, 0.00], [-0.01, 0.07, 0.02], [0.02, 0.00, -0.01], [0.03, -0.02, -0.01], [-0.03, -0.05, 0.00], [0.04, 0.04, 0.04], [-0.02, 0.03, -0.03], [-0.05, 0.00, 0.03], [-0.03, 0.05, -0.02], [-0.02, -0.04, 0.03], [0.01, 0.03, 0.00], [-0.02, 0.02, -0.01], [-0.05, 0.02, -0.01], [0.17, -0.11, 0.02], [0.00, 0.00, 0.01], [0.00, -0.02, 0.00], [0.02, 0.00, 0.01], [0.04, -0.01, -0.01], [-0.01, 0.03, 0.02], [-0.02, 0.02, 0.03], [0.01, 0.00, 0.01], [0.02, 0.00, -0.01], [0.00, 0.04, 0.00], [0.02, 0.05, -0.01], [0.01, 0.00, 0.00], [0.00, -0.01, 0.00], [0.02, 0.00, 0.01], [0.00, -0.02, 0.02], [0.01, -0.01, 0.00], [-0.04, -0.02, -0.01], [-0.02, 0.01, -0.01], [0.02, -0.01, -0.03], [0.00, -0.01, 0.02], [0.02, 0.01, -0.04], [0.01, 0.02, -0.01], [0.04, 0.01, 0.02], [0.01, 0.01, -0.01], [0.01, 0.03, 0.02], [0.00, 0.01, 0.00], [0.00, 0.00, 0.00], [0.00, -0.01, 0.00], [0.02, -0.03, 0.00], [0.03, -0.02, -0.07], [-0.05, -0.03, 0.03], [0.02, 0.01, -0.01], [0.01, 0.01, -0.01], [-0.08, 0.18, 0.22], [0.13, -0.03, 0.05], [-0.06, -0.13, -0.05], [-0.06, 0.02, 0.02], [0.09, -0.06, 0.07], [-0.05, -0.11, -0.19], [-0.04, 0.37, 0.09], [0.15, -0.36, 0.03]],
  "lowdin_spin": [1.350, 0.004, 0.041, 0.019, 0.010, 0.098, 0.020, 0.000, 0.004, 0.004, 0.026, 0.002, 0.003, 0.009, 0.004, -0.004, 0.006, 0.009, 0.134, 0.000, 0.002, 0.000, 0.002, 0.000, 0.007, 0.002, 0.000, 0.000, 0.000, 0.000, 0.000, 0.000, 0.000, 0.001, 0.001, 0.000, 0.000, 0.000, 0.000, 0.000, 0.000, 0.000, 0.002, 0.001, 0.000, 0.001, 0.001, 0.001, 0.002, 0.001, 0.001, 0.013, 0.078, 0.008, 0.010, 0.002, 0.023, 0.027, 0.073]
}


[3]
{
  "formula": "C2HNOS",
  "method": "ωB97M-V/def2-TZVPD",
  "e_homo_ev": -10.264,
  "de_lowest_kcal_mol": 15.5,
  "energy_ev": -16461.863,
  "fmax_ev_per_a": 5.83,
  "gap_ev": 11.12,
  "species": ["O", "C", "S", "C", "N", "H"],
  "coordinates": [[-3.35297, 1.42150, 0.44911], [-3.55507, 0.30526, 0.06652], [-4.10217, -1.09931, -0.20341], [-0.03876, 0.75164, 0.08806], [-1.13384, 0.39537, 0.21511], [0.86337, 1.12277, -0.06018]],
  "atomic_forces_ev_per_a": [[-0.94, -3.41, -1.74], [-0.25, 5.22, 2.49], [-0.10, -1.41, -0.68], [-5.50, -1.82, 0.66], [3.09, 0.01, -0.22], [3.69, 1.41, -0.51]],
  "mulliken_charge": [-0.402, 0.773, -0.322, -0.073, -0.317, 0.340]
}


[4]
{
  "formula": "C2H9N2S",
  "method": "ωB97M-V/def2-TZVPD",
  "e_homo_ev": -2.679,
  "de_lowest_kcal_mol": 37.1,
  "energy_ev": -16034.945,
  "fmax_ev_per_a": 2.68,
  "gap_ev": 6.94,
  "total_charge": -1,
  "species": ["C", "S", "H", "H", "H", "N", "C", "N", "H", "H", "H", "H", "H", "H"],
  "coordinates": [[2.01674, -0.47043, -0.95453], [2.05586, 0.92610, 0.32771], [1.87740, -1.38970, -0.41988], [2.89753, -0.75885, -1.52989], [1.29142, -0.07007, -1.77944], [-1.34696, 1.19259, -0.39872], [-1.69576, -0.06886, 0.39790], [-0.72362, -0.49035, 1.48610], [-0.34037, 1.17984, -0.59194], [-1.15213, 2.00545, 0.18336], [-1.82246, -0.87206, -0.48106], [-2.74747, 0.16891, 0.84958], [0.12566, 0.12081, 1.63199], [-0.43584, -1.47338, 1.27881]],
  "atomic_forces_ev_per_a": [[-0.62, 2.03, -0.90], [0.71, -0.56, -0.77], [-1.36, -0.56, 0.04], [0.73, 0.88, 0.10], [0.69, -1.61, 1.57], [0.72, -0.63, 0.76], [-0.17, 0.97, -0.92], [-0.77, -0.73, -0.90], [0.25, -1.20, -0.74], [-1.28, 0.04, 0.95], [0.30, 1.38, 2.27], [1.79, -0.69, -0.73], [-1.04, -0.83, -1.06], [0.04, 1.50, 0.32]],
  "mulliken_charge": [-0.787, -0.725, 0.175, 0.319, 0.165, -0.683, -0.155, -0.583, 0.155, 0.267, 0.180, 0.227, 0.200, 0.245]
}